(1)
Computed, not measured: a structure of composition C15H31F5HgOP2Te, with ωB97M-V/def2-TZVPD.

molecular weight	712.5	g/mol
LUMO energy (spin up / spin down)	-0.1266 / -0.1266	Eh
relative energy (zero: lowest compared OMol25 entry of this formula, charge and spin)	52.4	kcal/mol
F_max	3.9	eV/Å
frontier orbital gap (spin up / spin down)	3.97 / 3.97	eV
DFT total energy	-2268.56658	Eh
E_HOMO (spin up / spin down)	-7.4 / -7.4	eV

CARTESIAN COORDINATES (ANGSTROEM)
P 1.030 -2.759 -0.922
P -0.201 2.359 1.819
C 0.053 0.306 -0.075
C 0.858 1.150 0.756
H -0.752 0.910 -0.529
H 0.708 -0.312 -0.692
H 1.444 0.612 1.507
H 1.518 1.866 0.193
C -1.340 3.161 0.620
H -2.047 3.757 1.221
H -1.915 2.399 0.073
H -0.808 3.820 -0.087
C 1.148 3.342 2.415
H 1.366 4.057 1.623
H 1.961 2.642 2.608
H 0.767 3.785 3.336
C 0.296 -4.351 -0.467
H 0.921 -4.719 0.388
H 0.255 -5.112 -1.288
H -0.740 -4.111 -0.091
C 2.750 -2.367 -0.485
H 2.864 -1.291 -0.314
H 3.549 -2.657 -1.187
H 2.959 -2.877 0.468
Hg -1.317 -1.398 0.007
C 0.132 1.090 -2.386
C -1.217 1.306 -2.336
C -2.226 0.497 -3.039
C -1.797 -0.938 -3.274
C -1.125 -1.608 -2.066
C 0.245 -2.115 -2.444
C 1.296 -1.130 -3.085
C 0.895 0.327 -3.404
C -0.882 -1.691 2.246
H 0.777 1.779 -1.837
H -1.627 2.175 -1.782
H -2.401 0.988 -4.011
H -3.187 0.550 -2.503
H -2.661 -1.536 -3.577
H -1.094 -0.957 -4.109
H -1.792 -2.474 -1.700
H 0.203 -2.923 -3.246
H 1.666 -1.595 -4.021
H 2.155 -1.069 -2.402
H 1.872 0.837 -3.476
H 0.410 0.329 -4.383
H -0.110 -0.995 2.636
H -0.483 -2.719 2.431
H -1.731 -1.578 2.934
F -2.076 2.012 6.652
Te -0.535 1.506 5.504
F -0.252 3.408 5.041
F 1.219 1.148 4.666
F 0.536 1.969 7.023
F -0.529 -0.328 6.270
O -1.005 1.526 2.780

Atoms 1-6, force components in eV/Å:
P -1.151 0.689 1.397
P -0.451 -2.951 -0.018
C 0.795 2.458 -1.270
C -0.451 1.934 2.724
H 0.390 -1.347 0.783
H -0.791 -0.355 -0.069

Results of the Löwdin charge analysis, in e, for atoms 1 through 4:
1 P 0.858
2 P 0.640
3 C -0.239
4 C -0.269

(2)
Computed, not measured: a structure of composition C15H31InNO3P, with ωB97M-V/def2-TZVPD.

molecular weight	419.2	g/mol
total charge	+2
LUMO energy	-0.4205	Eh
relative energy (zero: lowest compared OMol25 entry of this formula, charge and spin)	101.5	kcal/mol
F_max	6.7	eV/Å
frontier orbital gap	1.61	eV
DFT total energy	-1400.91169	Eh
E_HOMO	-13.0	eV

CARTESIAN COORDINATES (ANGSTROEM)
C 6.936 -2.153 -1.205
C 6.387 -0.855 -0.926
C 6.027 -0.447 0.573
O 6.464 -1.165 1.493
O 5.257 0.742 0.836
C 3.884 0.548 0.410
C 2.942 1.458 1.339
C 2.207 2.600 0.434
C 0.637 2.275 0.496
C -0.183 2.785 -0.801
C -1.741 2.338 -0.597
P -2.451 1.314 -2.075
C -3.852 0.595 -0.903
C -3.906 -1.011 -0.913
N -3.385 -1.686 0.299
C -1.951 -1.439 0.569
C -1.120 -2.558 -0.282
C -4.244 -1.513 1.467
C -3.960 -2.245 2.881
O -5.297 -0.817 1.442
H 7.872 -2.520 -0.659
H 6.423 -2.838 -1.963
H 6.221 -0.094 -1.761
H 3.602 -0.546 0.565
H 3.725 0.776 -0.703
H 3.549 1.924 2.191
H 2.151 0.790 1.821
H 2.609 2.609 -0.629
H 2.444 3.598 0.931
H 0.444 1.136 0.544
H 0.195 2.713 1.457
H 0.289 2.335 -1.729
H -0.191 3.928 -0.789
H -1.772 1.800 0.411
H -2.428 3.255 -0.479
H -1.585 0.178 -1.839
H -3.054 0.632 -3.224
H -3.257 2.465 -2.431
H -1.434 1.798 -3.018
H -3.837 1.064 0.138
H -4.835 0.958 -1.387
H -3.319 -1.360 -1.838
H -5.002 -1.298 -1.089
H -1.637 -1.612 1.659
H -1.566 -0.407 0.286
H -1.280 -3.625 0.166
H -1.405 -2.494 -1.382
H 0.006 -2.346 -0.206
H -3.138 -1.634 3.414
H -3.564 -3.311 2.744
H -4.883 -2.229 3.550
In 0.005 -4.409 0.711

Atoms 1-6, force components in eV/Å:
C -0.666 1.801 0.642
C 0.015 -0.827 0.278
C 3.148 -1.481 1.319
O -2.027 2.691 -2.747
O 0.302 -2.376 -1.229
C -0.897 -0.225 0.445

Results of the Löwdin charge analysis, in e, for atoms 1 through 4:
1 C 0.081
2 C -0.036
3 C -0.379
4 O 0.090

(3)
Computed, not measured: a structure of composition C15H31MnNO2P2, with ωB97M-V/def2-TZVPD.

molecular weight	374.3	g/mol
total charge	+2
2S+1	4
LUMO energy (spin up / spin down)	-0.3262 / -0.3264	Eh
relative energy (zero: lowest compared OMol25 entry of this formula, charge and spin)	0.0	kcal/mol
F_max	6.9	eV/Å
frontier orbital gap (spin up / spin down)	3.72 / 3.00	eV
DFT total energy	-2628.20389	Eh
E_HOMO (spin up / spin down)	-12.6 / -11.9	eV

CARTESIAN COORDINATES (ANGSTROEM)
P -1.882 2.125 -0.772
P 0.366 1.096 2.829
C -0.786 0.754 -0.104
C -0.485 0.383 1.387
H 0.038 1.147 -0.796
H -1.228 -0.209 -0.533
H -1.430 0.168 1.937
H 0.039 -0.621 1.308
C 2.122 0.836 2.646
H 2.475 1.547 3.401
H 2.498 1.079 1.643
H 2.352 -0.215 2.924
C -0.194 0.049 4.184
H 0.655 -0.633 4.377
H -1.108 -0.536 3.988
H -0.359 0.728 5.015
C -1.228 2.542 -2.436
H -1.764 3.474 -2.673
H -1.493 1.819 -3.216
H -0.144 2.725 -2.525
C -3.467 1.293 -1.067
H -3.774 0.672 -0.200
H -3.430 0.662 -1.973
H -4.159 2.130 -1.244
Mn 0.979 -0.795 -0.637
C 0.970 -2.503 0.340
C 2.337 -2.056 0.063
C 2.974 -2.071 -1.335
C 2.043 -1.991 -2.588
C 0.783 -1.132 -2.393
C -0.489 -1.748 -2.083
C -0.719 -3.101 -1.562
C 0.311 -3.586 -0.505
C -1.899 3.506 0.375
H 0.723 -2.559 1.414
H 2.870 -1.484 0.860
H 3.506 -3.019 -1.387
H 3.674 -1.217 -1.383
H 2.636 -1.559 -3.403
H 1.796 -3.021 -2.871
H 0.680 -0.225 -3.016
H -1.374 -1.258 -2.520
H -0.831 -3.953 -2.280
H -1.707 -2.991 -1.068
H -0.255 -4.254 0.157
H 1.053 -4.194 -1.045
H -2.177 3.324 1.399
H -2.598 4.191 -0.141
H -0.928 3.995 0.430
O 1.130 4.515 2.241
N 0.685 3.554 1.751
O 0.212 2.618 3.088

Atoms 1-6, force components in eV/Å:
P 0.767 -2.716 0.459
P 0.781 -1.604 -1.561
C -0.312 1.313 -0.638
C -1.077 -0.129 0.417
H 0.178 -1.224 1.202
H 0.731 1.096 0.049

Results of the Löwdin charge analysis, in e, for atoms 1 through 4:
1 P 0.902
2 P 0.739
3 C -0.328
4 C -0.275

(4)
Computed, not measured: a structure of composition C15H31N2O2PReSi, with ωB97M-V/def2-TZVPD.

molecular weight	516.7	g/mol
2S+1	4
LUMO energy (spin up / spin down)	0.0114 / -0.0031	Eh
F_max	3.3	eV/Å
frontier orbital gap (spin up / spin down)	5.54 / 7.38	eV
DFT total energy	-1559.19351	Eh
E_HOMO (spin up / spin down)	-5.2 / -7.5	eV

CARTESIAN COORDINATES (ANGSTROEM)
Re 0.120 -0.290 -0.242
Si -1.405 0.192 -1.945
P 1.236 1.574 -0.879
N -0.637 0.565 1.109
H 0.818 -2.212 -0.939
C 2.812 1.929 0.006
H 3.243 2.880 -0.342
H 3.524 1.107 -0.157
H 2.593 2.001 1.080
C 1.813 1.755 -2.620
H 2.408 2.677 -2.698
H 0.954 1.819 -3.301
H 2.436 0.892 -2.895
C 0.411 3.205 -0.592
H 1.015 4.003 -1.045
H 0.330 3.389 0.488
H -0.592 3.213 -1.032
C -1.302 -0.781 -3.570
H -1.172 -1.856 -3.382
H -0.480 -0.416 -4.202
H -2.253 -0.625 -4.101
H -2.810 -0.021 -1.476
H -1.391 1.608 -2.438
C -1.369 1.269 1.983
C -1.714 2.157 4.219
C -0.975 1.368 3.352
C -2.537 1.957 1.533
C -3.248 2.753 2.419
C -2.840 2.858 3.756
H -1.396 2.241 5.260
H -0.067 0.827 3.636
H -2.804 1.841 0.476
H -4.118 3.304 2.058
H -3.399 3.498 4.442
C 2.007 -2.001 -0.854
O 2.056 -0.874 -0.005
C 2.790 -3.102 -0.138
H 3.101 -3.856 -0.867
H 2.160 -3.543 0.635
H 3.687 -2.678 0.329
C 2.496 -1.798 -2.285
H 3.396 -1.167 -2.356
H 1.704 -1.408 -2.940
H 2.736 -2.795 -2.679
C -2.368 -3.655 1.198
C -1.276 -2.643 1.113
N -0.406 -2.539 2.129
O -1.177 -1.909 0.087
H -2.209 -4.320 2.050
H -2.400 -4.247 0.279
H -3.335 -3.157 1.313
H 0.354 -1.857 2.099
H -0.521 -3.134 2.935

Atoms 1-6, force components in eV/Å:
Re 0.719 -0.535 0.264
Si -1.086 0.410 -1.509
P 1.268 2.913 -0.836
N -0.272 0.811 2.339
H 2.290 -0.833 -0.292
C 0.039 -0.276 0.098

Results of the Löwdin charge analysis, in e, for atoms 1 through 4:
1 Re 1.037
2 Si 0.356
3 P 0.649
4 N -0.212